[1]
Entry from the OMol25 dataset: an isolated molecule of C7H12N2OP2 in a non-equilibrium geometry (ωB97M-V/def2-TZVPD).

Results
HOMO-LUMO gap (alpha / beta) ... 6.1 / 6.1 eV
Strongest force on any atom ... 5.42 eV/A
LUMO (alpha / beta) ... -0.7 / -0.8 eV
ΔE to the lowest compared entry with this formula, charge and spin ... 118.84 kcal/mol

Element x y z (Å)
C1 1.85 -0.81 -0.03
C2 -0.81 -0.48 0.08
C3 -2.90 0.56 0.05
C4 3.10 -1.61 0.30
C5 -2.23 1.60 0.80
C6 -4.80 -0.77 -0.41
C7 3.53 0.99 -0.30
N1 -4.14 0.49 -0.04
N2 2.16 0.51 -0.36
O1 -2.02 -0.47 -0.37
P1 0.35 -1.67 0.17
P2 1.08 1.71 -0.68
H1 3.72 -1.29 1.09
H2 3.86 -1.61 -0.43
H3 2.68 -2.64 0.68
H4 -2.85 2.41 1.06
H5 -1.61 2.25 0.11
H6 -1.73 1.25 1.59
H7 -4.32 -1.65 0.23
H8 -4.73 -0.92 -1.44
H9 -5.76 -0.56 -0.24
H10 3.95 0.98 -1.19
H11 3.58 2.01 -0.04
H12 4.02 0.47 0.55

=====

[2]
Entry from the OMol25 dataset: C39H34InN3O2P2S2Se as an isolated structure (ωB97M-V/def2-TZVPD).

Results
HOMO-LUMO gap ... 7.3 eV
Strongest force on any atom ... 0.90 eV/A
LUMO ... -0.5 eV
ΔE to the lowest compared entry with this formula, charge and spin ... 0.55 kcal/mol

Element x y z (Å)
In1 1.96 0.53 1.04
C1 5.17 -0.80 0.14
C2 4.05 -1.79 0.41
C3 3.67 -2.09 1.73
C4 2.75 -3.09 2.01
C5 2.41 -3.49 3.43
C6 2.17 -3.77 0.94
C7 2.49 -3.48 -0.38
C8 1.84 -4.23 -1.51
C9 3.44 -2.49 -0.63
H1 5.09 -0.37 -0.86
H2 6.13 -1.31 0.21
H3 5.18 0.02 0.86
H4 4.16 -1.57 2.54
H5 2.68 -4.53 3.61
H6 1.34 -3.38 3.63
H7 2.94 -2.86 4.15
H8 1.44 -4.56 1.15
H9 2.58 -4.79 -2.09
H10 1.34 -3.55 -2.20
H11 1.10 -4.94 -1.15
H12 3.71 -2.26 -1.66
S1 1.22 -0.30 3.24
C10 1.50 1.19 4.09
C11 0.72 1.34 5.32
N1 0.10 1.46 6.28
C12 2.32 2.19 3.70
S2 3.30 2.23 2.24
C13 2.37 3.41 4.49
N2 2.41 4.40 5.09
O1 -0.38 0.82 0.96
P1 -1.16 1.76 0.06
C14 -1.21 1.09 -1.63
P2 -0.71 -0.67 -1.62
O2 0.67 -0.90 -1.09
C15 -0.80 -1.15 -3.35
C16 0.42 -1.28 -4.02
C17 0.43 -1.60 -5.37
C18 -0.77 -1.79 -6.05
C19 -1.98 -1.65 -5.38
C20 -2.00 -1.33 -4.04
C21 -1.96 -1.55 -0.70
C22 -3.33 -1.33 -0.86
C23 -4.25 -2.05 -0.10
C24 -3.79 -2.98 0.83
C25 -2.43 -3.19 1.01
C26 -1.51 -2.48 0.24
C27 -0.48 3.40 0.02
C28 0.10 3.86 1.21
C29 0.71 5.11 1.24
C30 0.74 5.89 0.09
C31 0.15 5.45 -1.09
C32 -0.46 4.20 -1.13
C33 -2.86 1.84 0.60
C34 -3.76 2.73 0.02
C35 -5.08 2.76 0.46
C36 -5.48 1.91 1.48
C37 -4.58 1.03 2.07
C38 -3.26 1.00 1.63
H13 -0.47 1.61 -2.24
H14 -2.20 1.21 -2.08
H15 1.35 -1.13 -3.48
H16 1.37 -1.71 -5.90
H17 -0.76 -2.05 -7.11
H18 -2.92 -1.81 -5.91
H19 -2.95 -1.24 -3.52
H20 -3.70 -0.58 -1.55
H21 -5.31 -1.87 -0.21
H22 -4.50 -3.53 1.43
H23 -2.07 -3.90 1.74
H24 -0.44 -2.61 0.38
H25 0.09 3.24 2.09
H26 1.18 5.45 2.15
H27 1.24 6.85 0.11
H28 0.18 6.06 -1.98
H29 -0.90 3.85 -2.06
H30 -3.44 3.41 -0.77
H31 -5.79 3.45 0.01
H32 -6.51 1.94 1.83
H33 -4.89 0.38 2.88
H34 -2.54 0.32 2.08
Se1 2.60 1.18 -1.40
C39 3.96 2.37 -1.02
N3 4.85 3.08 -0.82

=====

[3]
Entry from the OMol25 dataset: an isolated molecule of C5H13NO2 in a non-equilibrium geometry (ωB97M-V/def2-TZVPD).

Results
HOMO-LUMO gap ... 9.6 eV
Strongest force on any atom ... 4.57 eV/A
LUMO ... 0.9 eV
SMILES ... CNCCC(C)(O)O
ΔE to the lowest compared entry with this formula, charge and spin ... 41.12 kcal/mol

Element x y z (Å)
C1 -2.80 -1.22 0.92
N1 -1.86 -0.41 0.16
C2 -0.45 -0.36 0.82
C3 0.04 0.97 0.35
C4 1.49 0.74 -0.40
C5 1.46 -0.14 -1.64
O1 2.41 0.24 0.54
O2 1.98 2.01 -0.81
H1 -2.49 -2.27 0.97
H2 -3.80 -1.17 0.47
H3 -2.88 -0.86 1.95
H4 -1.80 -0.72 -0.80
H5 -0.56 -0.33 1.91
H6 0.09 -1.27 0.57
H7 -0.58 1.57 -0.33
H8 0.26 1.61 1.22
H9 0.74 0.23 -2.37
H10 1.23 -1.18 -1.39
H11 2.44 -0.14 -2.13
H12 3.25 0.09 0.06
H13 1.85 2.61 -0.05

=====

[4]
Entry from the OMol25 dataset: an isolated molecule of C23H23N5O5 in a non-equilibrium geometry (ωB97M-V/def2-TZVPD).

Results
HOMO-LUMO gap ... 8.6 eV
Strongest force on any atom ... 1.35 eV/A
LUMO ... 0.1 eV
SMILES ... CC(C)[C@H](NC(=O)c1ccccc1NC(=O)c1ccco1)C(=O)NNC(=O)c1ccncc1
ΔE to the lowest compared entry with this formula, charge and spin ... 1.59 kcal/mol

Element x y z (Å)
C1 1.20 4.80 0.11
C2 2.29 3.73 0.16
C3 3.07 3.84 1.48
C4 1.75 2.30 0.02
N1 1.05 2.13 -1.24
C5 0.92 0.92 -1.83
O1 1.39 -0.09 -1.30
C6 0.19 0.90 -3.11
C7 0.22 2.01 -3.96
C8 -0.48 2.02 -5.15
C9 -1.23 0.92 -5.51
C10 -1.26 -0.20 -4.70
C11 -0.54 -0.24 -3.51
N2 -0.53 -1.35 -2.69
C12 -1.28 -2.49 -2.77
O2 -2.11 -2.74 -3.62
C13 -0.99 -3.42 -1.67
C14 -1.48 -4.67 -1.41
C15 -0.87 -5.10 -0.22
C16 -0.05 -4.08 0.17
O3 -0.12 -3.06 -0.69
C17 0.82 1.85 1.15
O4 0.10 2.57 1.83
N3 0.85 0.52 1.33
N4 -0.02 -0.05 2.25
C18 0.14 -1.33 2.68
O5 1.02 -2.05 2.25
C19 -0.86 -1.77 3.70
C20 -0.50 -2.79 4.57
C21 -1.43 -3.22 5.51
N5 -2.64 -2.71 5.61
C22 -2.99 -1.75 4.77
C23 -2.14 -1.23 3.80
H1 0.73 4.85 -0.87
H2 0.44 4.60 0.86
H3 1.64 5.78 0.30
H4 2.99 3.89 -0.67
H5 3.55 4.81 1.55
H6 2.39 3.73 2.32
H7 3.84 3.07 1.54
H8 2.60 1.61 0.00
H9 0.52 2.92 -1.59
H10 0.82 2.87 -3.70
H11 -0.44 2.89 -5.79
H12 -1.79 0.92 -6.43
H13 -1.84 -1.07 -4.98
H14 0.16 -1.31 -1.94
H15 -2.19 -5.21 -2.02
H16 -1.01 -6.04 0.28
H17 0.59 -3.95 1.02
H18 1.30 -0.12 0.68
H19 -0.61 0.64 2.70
H20 0.48 -3.23 4.50
H21 -1.19 -4.01 6.21
H22 -3.99 -1.37 4.89
H23 -2.49 -0.46 3.13

=====

[5]
Entry from the OMol25 dataset: a 2-piece molecular cluster, C5H14NO overall in a non-equilibrium geometry (ωB97M-V/def2-TZVPD).

Results
HOMO-LUMO gap ... 6.9 eV
Strongest force on any atom ... 1.88 eV/A
LUMO ... 4.3 eV
Total charge ... -1
ΔE to the lowest compared entry with this formula, charge and spin ... 28.31 kcal/mol

Element x y z (Å)
C1 1.68 -1.65 0.08
N1 1.33 -0.85 1.28
C2 1.60 0.56 1.05
C3 -0.04 -1.14 1.75
H1 2.78 -1.63 -0.01
H2 1.10 -1.29 -0.81
H3 1.42 -2.73 0.28
H4 1.45 1.12 2.00
H5 2.67 0.61 0.82
H6 0.97 0.97 0.26
H7 -0.30 -0.56 2.66
H8 -0.12 -2.24 1.95
H9 -0.79 -0.91 0.94
C4 -1.77 0.52 -1.23
O1 -0.59 -0.05 -0.84
C5 -1.68 1.93 -1.82
H10 -2.54 0.59 -0.39
H11 -2.25 -0.08 -1.97
H12 -2.66 2.20 -2.32
H13 -0.87 1.95 -2.61
H14 -1.40 2.67 -1.05

=====

[6]
Entry from the OMol25 dataset: CH15LiO7 as an isolated structure in a non-equilibrium geometry (ωB97M-V/def2-TZVPD).

Results
HOMO-LUMO gap ... 6.8 eV
Strongest force on any atom ... 9.30 eV/A
LUMO ... -0.3 eV
ΔE to the lowest compared entry with this formula, charge and spin ... 0.73 kcal/mol

Element x y z (Å)
Li1 -0.05 -0.11 0.13
C1 2.04 0.11 -0.92
O1 1.51 -0.95 -0.10
H1 3.16 0.13 -0.73
H2 1.48 1.20 -0.75
H3 1.83 -0.29 -1.87
O2 0.14 0.71 2.01
H4 0.91 0.50 2.64
H5 0.10 1.64 2.17
O3 -1.28 -0.99 0.79
H6 -1.60 -0.28 1.48
H7 -1.43 -1.92 1.07
O4 -1.02 0.24 -1.89
H8 -1.95 -0.24 -2.06
H9 -0.36 -0.36 -2.23
O5 -0.56 2.78 -0.34
H10 -0.66 2.51 -1.27
H11 -1.51 3.01 -0.24
O6 2.89 -1.02 2.00
H12 2.57 -0.86 1.22
H13 3.59 -1.61 1.77
O7 -3.09 -1.19 -1.29
H14 -3.88 -1.86 -1.29
H15 -2.82 -1.15 -0.31